1.
This record from the OMol25 dataset describes a cluster of 8 separate species, C18H41NO19 in total. The level of theory is ωB97M-V with the def2-TZVPD basis set.

Properties
Highest occupied orbital energy = -10.48 eV
Gap between HOMO and LUMO = 10.833 eV
Calculated total energy = -2194.6195 Eh
SMILES = C[N+](=O)[O-].COC(=O)OC.COC(=O)OC.COC(=O)OC.COC(=O)OC.COC(=O)OC.CO.CO

Positions of all 79 atoms, in Å:
C1 6.47415 -33.93036 -17.12994
N1 7.48654 -34.83945 -17.72016
O1 7.10573 -35.92941 -18.07750
O2 8.58491 -34.38244 -17.95860
H1 6.83491 -32.92522 -16.95697
H2 6.18583 -34.34407 -16.16075
H3 5.58587 -34.03411 -17.74564
C2 15.29182 -28.81238 -15.91210
O3 14.75959 -29.41612 -14.72879
C3 14.71528 -30.72833 -14.60655
O4 14.98065 -31.52497 -15.46498
O5 14.29841 -31.02654 -13.38162
C4 14.74602 -32.29573 -12.88693
H4 14.82456 -29.28382 -16.77670
H5 16.34830 -29.07013 -16.00023
H6 15.13740 -27.75011 -15.78705
H7 14.24491 -33.10257 -13.43083
H8 14.55926 -32.39935 -11.82893
H9 15.77416 -32.40755 -13.23589
C5 12.03623 -28.46961 -13.58864
O6 12.37731 -27.48064 -14.56905
C6 11.80258 -27.52424 -15.76517
O7 11.34779 -28.49950 -16.30283
O8 11.99301 -26.37305 -16.36602
C7 11.75112 -26.21174 -17.74930
H10 12.35971 -29.47248 -13.84313
H11 10.96666 -28.49272 -13.38758
H12 12.63859 -28.13313 -12.74718
H13 11.63975 -25.13791 -17.92080
H14 10.88495 -26.74099 -18.13626
H15 12.70368 -26.42332 -18.25165
C8 11.76905 -31.48274 -16.05579
O9 10.42849 -31.98769 -15.86191
C9 9.91269 -31.90947 -14.65259
O10 10.41867 -31.35289 -13.71683
O11 8.74295 -32.56193 -14.73512
C10 7.86193 -32.51821 -13.61591
H16 12.48608 -32.25508 -15.78589
H17 11.84720 -30.61332 -15.41740
H18 11.85041 -31.20552 -17.10025
H19 6.90830 -32.87377 -13.99359
H20 7.58759 -31.49034 -13.35602
H21 8.25056 -33.03697 -12.74543
C11 7.27767 -29.68947 -16.07601
O12 7.62871 -28.61345 -15.24231
C12 7.98999 -27.48756 -15.84678
O13 8.10008 -27.29188 -17.02959
O14 8.26831 -26.59805 -14.91415
C13 8.82643 -25.35172 -15.30369
H22 6.76230 -29.48307 -17.01896
H23 6.54166 -30.33859 -15.59985
H24 8.16993 -30.25654 -16.34424
H25 8.46173 -24.94387 -16.24578
H26 9.90101 -25.50377 -15.27456
H27 8.49972 -24.57563 -14.61204
C14 11.85281 -34.45090 -18.53421
O15 12.43565 -34.37345 -19.80933
C15 12.69249 -35.53964 -20.39800
O16 12.55126 -36.61921 -19.90385
O17 13.09129 -35.27243 -21.63164
C16 13.58070 -36.37048 -22.38370
H28 12.48472 -34.74855 -17.69662
H29 10.95964 -35.07890 -18.53957
H30 11.41514 -33.49809 -18.23153
H31 13.73875 -36.08609 -23.42069
H32 12.82041 -37.15092 -22.38454
H33 14.52969 -36.72772 -21.98986
C17 10.61004 -35.54002 -13.85475
O18 11.09820 -36.74804 -13.28798
H34 9.80590 -35.68266 -14.58086
H35 10.31893 -34.82738 -13.08554
H36 11.44920 -35.09800 -14.40314
H37 11.77742 -37.11097 -13.85732
C18 5.65524 -34.08119 -11.50669
O19 5.65889 -34.53540 -12.86649
H38 4.63274 -34.06117 -11.13550
H39 6.14564 -34.80761 -10.85320
H40 6.18977 -33.13389 -11.46568
H41 6.34693 -35.20067 -12.94761

2.
This record from the OMol25 dataset describes a structure of composition C18H41O2P3Yb. The level of theory is ωB97M-V with the def2-TZVPD basis set.

Properties
Highest occupied orbital energy (spin up / spin down) = -16.12 / -15.94 eV
Gap between HOMO and LUMO (spin up / spin down) = 7.917 / 5.113 eV
Calculated total energy = -3042.6928 Eh
Total charge = +3
Spin multiplicity = 2

Positions of all 65 atoms, in Å:
Yb1 0.71832 -1.42830 0.29639
P1 -3.15086 -1.29601 1.04897
P2 -0.94794 -1.73616 -2.09536
P3 0.00830 0.27346 2.57507
H1 3.99632 4.57616 -4.21289
C1 4.64808 4.52246 -3.33346
C2 5.43145 3.46834 -3.03276
H2 5.65633 2.61836 -3.68525
C3 -4.60697 -0.22569 0.98789
C4 -3.47857 -2.73063 0.01625
C5 -2.97127 -1.88044 2.73974
C6 0.49529 -1.22660 -3.11077
C7 -1.37362 -3.29736 -2.94332
C8 -2.22527 -0.64271 -2.82461
C9 1.58820 1.21746 2.59412
C10 -0.07136 -0.25038 4.31328
C11 -1.18213 1.69537 2.60145
H3 4.65027 5.43627 -2.70665
H4 5.95837 3.48423 -2.06759
H5 -5.46258 -0.79961 1.37067
H6 -4.85569 0.10279 -0.03614
H7 -4.48851 0.66334 1.62753
H8 -4.40989 -3.19782 0.34791
H9 -2.65647 -3.44207 0.13096
H10 -3.57766 -2.44491 -1.03360
H11 -3.75660 -1.43436 3.36169
H12 -1.99826 -1.61103 3.16224
H13 -3.08006 -2.96767 2.73601
H14 0.34963 -1.61319 -4.13503
H15 1.42529 -1.64413 -2.68001
H16 0.57702 -0.12646 -3.11853
H17 -1.91326 -3.11404 -3.88036
H18 -1.99317 -3.92736 -2.29344
H19 -0.45884 -3.85831 -3.15846
H20 -2.44533 -0.95966 -3.85136
H21 -1.84974 0.38410 -2.83959
H22 -3.15459 -0.63787 -2.24094
H23 1.74093 1.68859 3.58368
H24 1.60038 1.97689 1.79143
H25 2.43059 0.53442 2.38086
H26 0.50013 0.41390 4.96351
H27 0.35843 -1.25007 4.40177
H28 -1.09433 -0.31771 4.68371
H29 -0.89055 2.43572 3.36359
H30 -2.21660 1.36672 2.79318
H31 -1.18890 2.18487 1.61496
C12 1.85229 1.45210 -1.00486
C13 0.87757 2.40696 -1.41162
C14 1.22274 3.75437 -1.47580
C15 2.51427 4.20864 -1.07023
C16 3.49555 3.22029 -0.84411
C17 3.20986 1.85967 -0.94465
O1 1.47591 0.28722 -0.55248
H32 -1.86766 -0.64830 0.56920
H33 -0.14144 2.03635 -1.56685
H34 0.48330 4.48108 -1.85075
H35 2.80486 5.29254 -1.01836
H36 4.52704 3.52607 -0.69468
H37 3.94837 1.06526 -0.80491
C18 0.47875 -4.13719 2.22033
O2 1.36395 -3.23424 1.50110
H38 -0.37686 -4.35191 1.56666
H39 0.14948 -3.62881 3.13667
H40 1.05755 -5.03618 2.44777
H41 2.29017 -3.53681 1.59080

3.
This record from the OMol25 dataset describes a cluster of 10 separate species, C18H42Cl14O10 in total. The level of theory is ωB97M-V with the def2-TZVPD basis set.

Properties
Highest occupied orbital energy = -9.71 eV
Gap between HOMO and LUMO = 9.362 eV
Calculated total energy = -7905.9654 Eh
SMILES = ClC(Cl)(Cl)Cl.ClC(Cl)(Cl)Cl.ClCCCl.ClCCCl.ClCCCl.OCCO.OCCO.OCCO.OCCO.OCCO

Positions of all 84 atoms, in Å:
Cl1 3.41167 0.17470 -2.97814
C1 3.92608 1.76608 -3.65638
Cl2 5.70156 2.01278 -3.62564
Cl3 3.60477 1.70723 -5.40146
Cl4 3.14815 3.28401 -3.00813
Cl5 -4.73824 0.97795 0.98895
C2 -5.22575 -0.65898 0.76058
Cl6 -6.95549 -1.03741 0.71470
Cl7 -4.63884 -1.21323 -0.79173
Cl8 -4.47200 -1.69363 1.95899
Cl9 -3.65257 1.58574 -3.05492
C3 -3.01185 2.65800 -4.30263
C4 -1.66771 2.06671 -4.77509
Cl10 -0.49240 1.83478 -3.39030
H1 -3.07715 3.72515 -4.09044
H2 -3.72334 2.63947 -5.12820
H3 -1.16545 2.68270 -5.52101
H4 -1.77432 1.08760 -5.24206
Cl11 -0.83505 -1.72164 -3.84473
C5 0.87231 -1.97265 -3.46858
C6 1.15755 -3.06337 -2.43983
Cl12 0.73626 -4.83175 -3.06138
H5 1.15147 -0.95494 -3.19577
H6 1.48999 -2.16652 -4.34551
H7 0.74496 -2.82048 -1.46061
H8 2.22791 -2.99144 -2.24680
Cl13 0.96751 -6.00163 2.73225
C7 1.08718 -5.05391 1.16444
C8 0.36319 -3.68217 1.25502
Cl14 -1.42112 -3.90300 0.87729
H9 0.69674 -5.69849 0.37694
H10 2.16734 -4.93538 1.07905
H11 0.75159 -2.93340 0.56467
H12 0.56848 -3.43765 2.29721
O1 3.35566 -2.37154 0.05522
C9 4.13687 -2.44034 1.21198
C10 5.38456 -3.27047 1.07271
O2 6.08596 -3.33569 2.30862
H13 2.81911 -1.57940 0.13405
H14 4.53986 -1.51912 1.63278
H15 3.58332 -2.93602 2.00946
H16 6.06996 -2.87233 0.32449
H17 5.14280 -4.30678 0.83672
H18 6.81999 -3.95414 2.29081
O3 -0.95337 -3.44784 5.98085
C11 -2.14173 -3.10626 5.33902
C12 -1.94701 -1.65018 4.72493
O4 -1.02821 -1.66609 3.61290
H19 -0.21974 -3.20907 5.40955
H20 -2.40252 -3.70906 4.46911
H21 -2.91436 -2.98075 6.09757
H22 -1.71177 -0.89932 5.47923
H23 -2.93006 -1.44359 4.30181
H24 -0.82366 -0.73165 3.53164
O5 -2.29456 3.36140 1.04479
C13 -1.79179 3.72925 2.36824
C14 -0.61412 2.89704 2.91285
O6 -1.01190 1.59222 3.14736
H25 -3.24200 3.51498 1.02607
H26 -1.46734 4.76836 2.31256
H27 -2.58452 3.66726 3.11378
H28 -0.12804 3.24561 3.82407
H29 0.17050 2.92193 2.15665
H30 -1.43779 1.35479 2.32042
O7 -1.61103 0.03588 0.75644
C15 -0.84775 0.00867 -0.44682
C16 0.53257 0.64936 -0.29804
O8 1.34287 -0.14498 0.62338
H31 -2.34837 -0.57098 0.65820
H32 -0.75985 -1.05744 -0.65602
H33 -1.36511 0.57213 -1.22334
H34 0.55781 1.69057 0.02347
H35 0.98339 0.59477 -1.28895
H36 0.81714 -0.10502 1.42565
O9 0.15711 5.15721 -3.79829
C17 0.01740 5.84062 -2.59505
C18 -0.69739 4.98013 -1.50989
O10 0.24801 4.13035 -0.91479
H37 0.81092 4.45971 -3.71093
H38 1.00941 6.05487 -2.19741
H39 -0.43531 6.81924 -2.75459
H40 -1.45940 4.34791 -1.96569
H41 -1.22105 5.65830 -0.83612
H42 -0.11889 3.82421 -0.08217

- Among the records above, which one has the lowest calculated total energy?
  C18H42Cl14O10

- Which value of calculated total energy does entry 1 give?
  -2194.6195 Eh

- Among the records above, which one has the highest calculated total energy?
  C18H41NO19

- Look up the calculated total energy of the second one.
  -3042.6928 Eh